(1)
{
  "formula": "C32H42BrCdN5O3SbSi3",
  "method": "wB97M-V/def2-TZVPD",
  "homo_energy_ev": -5.197,
  "gap_ha": 0.281,
  "total_charge": -1,
  "energy_ha": -5594.6806,
  "elements": ["Cd", "C", "Sb", "C", "C", "C", "C", "C", "C", "N", "Si", "C", "C", "C", "C", "C", "C", "C", "C", "C", "N", "Si", "C", "C", "C", "Si", "C", "C", "C", "H", "H", "H", "H", "H", "H", "H", "H", "H", "H", "H", "H", "H", "H", "H", "H", "H", "H", "H", "H", "H", "H", "H", "H", "H", "H", "H", "H", "H", "H", "H", "H", "H", "H", "H", "H", "H", "H", "O", "N", "C", "C", "N", "C", "N", "Br", "C", "C", "C", "C", "C", "C", "C", "O", "O", "H", "H", "H", "H"],
  "coordinates": [[1.56161, 0.30254, -1.26226], [-3.52830, 0.08913, -1.41338], [-1.48215, -0.57692, -0.92165], [-0.34717, 0.88088, -2.10497], [-0.62646, 2.28552, -1.81678], [-1.86028, 2.88503, -2.12863], [-2.07167, 4.21237, -1.83245], [-1.04401, 4.94512, -1.25150], [0.15762, 4.29635, -1.03495], [0.36912, 3.02291, -1.31578], [-0.23780, 0.61026, -3.96642], [-1.83850, 0.94738, -4.99004], [1.01004, 1.92644, -4.60247], [0.35004, -1.10842, -4.54235], [-1.49691, -0.14650, 1.40547], [-0.29151, 0.59839, 1.83259], [0.11393, 0.60751, 3.17839], [1.16787, 1.39783, 3.57410], [1.82620, 2.16398, 2.62229], [1.39662, 2.06460, 1.31619], [0.36690, 1.31763, 0.93175], [-1.35498, -1.96068, 2.06638], [0.45651, -2.50738, 1.84606], [-2.57155, -3.17527, 1.21777], [-1.83438, -2.22907, 3.92231], [-2.95917, 0.91000, 2.04284], [-4.59994, -0.05511, 1.87468], [-2.87409, 1.38428, 3.90692], [-2.96322, 2.63014, 1.20865], [-3.56166, 0.22363, -2.48745], [-3.88691, 0.97520, -0.91263], [-4.18199, -0.74122, -1.17768], [-2.62859, 2.30578, -2.61422], [-3.02004, 4.68509, -2.05886], [-1.17064, 5.98548, -0.99000], [1.00843, 4.83231, -0.62908], [-2.15275, 1.98318, -4.91172], [-2.66020, 0.31638, -4.66675], [-1.66476, 0.73912, -6.04137], [0.65891, 2.92942, -4.37722], [1.15432, 1.86559, -5.67693], [1.98211, 1.80440, -4.12758], [-0.35044, -1.88495, -4.25160], [1.31802, -1.35570, -4.11506], [0.44933, -1.13079, -5.62475], [-0.40842, 0.00519, 3.89946], [1.47591, 1.43383, 4.61068], [2.66056, 2.79479, 2.88478], [1.89761, 2.60873, 0.52477], [0.85726, -2.20743, 0.87956], [0.55849, -3.58696, 1.92464], [1.09871, -2.04895, 2.59334], [-2.44203, -3.18985, 0.13932], [-3.61081, -2.93996, 1.42438], [-2.39111, -4.18050, 1.58734], [-1.03662, -1.98121, 4.61664], [-2.07284, -3.27822, 4.07603], [-2.71265, -1.65574, 4.20169], [-4.71089, -0.75620, 2.69549], [-4.63861, -0.61993, 0.95302], [-5.45073, 0.61787, 1.89277], [-2.77554, 0.52363, 4.55883], [-3.78291, 1.90682, 4.19405], [-2.03684, 2.04577, 4.10660], [-3.16225, 2.58443, 0.14579], [-1.98907, 3.09725, 1.32332], [-3.70316, 3.28525, 1.66011], [1.42872, -2.09946, -1.32674], [0.44621, -2.67133, -1.93976], [0.22830, -3.96018, -1.75476], [-0.86568, -4.53551, -2.42380], [-1.75848, -5.02899, -2.95663], [0.96383, -4.86244, -0.96045], [1.54807, -5.62419, -0.32636], [6.56862, -0.61923, -2.00541], [6.29123, -1.09355, -0.19804], [7.35066, -1.67027, 0.48723], [7.20674, -2.00494, 1.82039], [6.00329, -1.77941, 2.46876], [4.95149, -1.21988, 1.77400], [5.07960, -0.85955, 0.43368], [3.86454, -0.25819, -0.23299], [2.85925, -0.12704, 0.49515], [3.91092, 0.09075, -1.42816], [8.28326, -1.86011, -0.02507], [8.03760, -2.44337, 2.35263], [5.89284, -2.04338, 3.51010], [3.99746, -1.04019, 2.24374]],
  "forces_ev_per_angstrom": [[0.065, -0.088, -0.287], [0.445, -0.361, 0.206], [-0.895, 0.401, 0.202], [-0.397, -0.970, -0.282], [-0.151, 0.443, -0.230], [0.098, 0.028, -0.005], [0.092, 0.186, -0.038], [-0.092, 0.027, 0.016], [-0.058, 0.382, 0.001], [0.271, -0.074, -0.007], [0.082, 0.088, -0.839], [0.500, -0.078, 0.616], [-0.377, -0.500, 0.348], [-0.162, 0.604, 0.382], [-0.626, -0.389, -0.249], [0.268, 0.129, 0.354], [0.114, 0.021, -0.057], [0.065, 0.115, -0.062], [-0.034, -0.019, 0.004], [0.181, 0.297, 0.289], [0.091, 0.041, -0.063], [-0.187, -0.575, 0.316], [-0.702, 0.266, -0.026], [0.521, 0.616, -0.050], [0.268, 0.335, -0.612], [-0.308, 0.196, 0.181], [0.630, 0.380, -0.121], [0.214, -0.325, -0.614], [-0.082, -0.807, 0.103], [0.080, 0.102, -0.245], [-0.030, 0.258, 0.081], [-0.184, -0.197, 0.099], [-0.072, -0.104, 0.058], [-0.023, -0.029, 0.003], [0.033, 0.057, 0.004], [0.027, 0.091, 0.069], [-0.078, 0.224, 0.044], [-0.210, -0.154, 0.075], [0.159, -0.084, -0.197], [-0.088, 0.197, 0.102], [-0.034, -0.120, -0.239], [0.134, -0.020, 0.072], [-0.065, -0.105, 0.062], [0.127, -0.099, 0.103], [-0.032, 0.179, -0.204], [-0.140, -0.089, 0.130], [-0.007, -0.067, 0.065], [0.092, 0.062, -0.014], [0.010, 0.038, -0.002], [0.028, -0.027, -0.186], [-0.043, -0.176, 0.014], [0.034, 0.086, 0.193], [-0.006, -0.107, -0.173], [-0.204, 0.173, 0.109], [0.147, -0.168, 0.111], [0.155, 0.102, 0.101], [-0.013, -0.210, -0.094], [-0.206, 0.098, 0.044], [0.042, -0.132, 0.229], [-0.045, -0.124, -0.221], [-0.187, 0.185, 0.026], [0.024, -0.206, 0.147], [-0.239, 0.094, -0.095], [0.143, 0.140, 0.006], [-0.027, -0.001, -0.176], [0.241, 0.048, 0.062], [-0.166, 0.055, 0.181], [-0.546, -0.835, -0.334], [0.698, 0.227, 0.308], [0.392, 0.827, 0.015], [-0.834, -0.059, -0.624], [-0.123, -0.064, -0.060], [0.815, -0.121, 0.668], [0.042, -0.084, 0.084], [0.529, -0.155, -0.161], [-0.020, 0.090, -0.112], [0.114, -0.032, -0.055], [0.017, -0.011, -0.011], [0.045, -0.009, 0.066], [0.023, 0.030, -0.013], [-0.196, 0.026, -0.015], [1.267, -0.215, 0.358], [-0.714, -0.055, 0.321], [-0.686, 0.148, -0.366], [-0.001, 0.051, -0.047], [0.090, -0.066, 0.035], [-0.048, -0.027, 0.078], [-0.073, -0.003, 0.048]],
  "lowdin_charge": [1.431, -0.313, 1.461, -0.649, -0.491, -0.076, -0.084, -0.083, -0.159, 0.059, 0.434, -0.185, -0.183, -0.195, -0.516, -0.457, -0.070, -0.057, -0.065, -0.184, 0.046, 0.491, -0.150, -0.191, -0.178, 0.522, -0.171, -0.175, -0.157, -0.023, -0.024, -0.017, 0.086, 0.106, 0.091, 0.102, 0.011, 0.009, 0.019, 0.017, 0.019, 0.016, 0.008, 0.014, 0.024, 0.083, 0.106, 0.098, 0.087, -0.005, 0.029, 0.026, -0.019, 0.017, 0.028, 0.017, 0.022, 0.001, 0.022, -0.006, 0.026, 0.007, 0.026, 0.021, -0.011, 0.031, 0.029, -0.291, -0.140, -0.351, -0.230, 0.136, -0.208, 0.150, 0.809, -0.598, -0.141, -0.092, -0.080, -0.014, -0.151, -0.686, -0.111, -0.151, 0.091, 0.099, 0.099, 0.112]
}

---

(2)
{
  "formula": "C32H42F32O10S2",
  "method": "wB97M-V/def2-TZVPD",
  "homo_energy_ev": -9.475,
  "gap_ha": 0.360,
  "energy_ha": -5988.9470,
  "elements": ["C", "O", "C", "C", "C", "C", "C", "C", "C", "C", "C", "C", "O", "S", "O", "O", "C", "S", "O", "O", "H", "H", "H", "H", "H", "H", "H", "H", "H", "H", "H", "H", "H", "H", "H", "H", "H", "H", "H", "H", "H", "H", "H", "H", "H", "H", "C", "C", "C", "F", "F", "F", "F", "O", "C", "C", "F", "F", "F", "F", "H", "H", "H", "H", "C", "C", "C", "F", "F", "F", "F", "O", "C", "C", "F", "F", "F", "F", "H", "H", "H", "H", "C", "C", "C", "F", "F", "F", "F", "O", "C", "C", "F", "F", "F", "F", "H", "H", "H", "H", "C", "C", "C", "F", "F", "F", "F", "O", "C", "C", "F", "F", "F", "F", "H", "H", "H", "H"],
  "coordinates": [[-0.02512, -1.13669, 2.83595], [-0.17188, -1.83027, 1.62264], [0.77992, -1.44735, 0.62877], [0.51368, -0.02952, 0.11023], [1.10197, 0.18552, -1.28457], [0.60200, 1.46219, -1.99555], [0.53114, 2.75385, -1.15767], [-0.90453, 3.11545, -0.78974], [-0.99319, 4.33310, 0.13358], [-2.42271, 4.83844, 0.37759], [-3.45560, 3.72413, 0.58642], [-4.70568, 4.17192, 1.34733], [-5.88166, 3.99453, 0.50811], [-7.06779, 3.19563, 1.23348], [-6.64753, 1.84082, 1.46828], [-7.93559, 3.18789, -0.17826], [-9.31132, 2.97082, 0.04778], [-9.90203, 1.64081, -1.04214], [-8.81621, 1.07052, -1.77169], [-11.02534, 2.17880, -1.75341], [-0.43922, -0.12013, 2.80466], [-0.56254, -1.67221, 3.61482], [1.02569, -1.05404, 3.14202], [1.79097, -1.53862, 1.04017], [0.62204, -2.14717, -0.18761], [0.90410, 0.69074, 0.82759], [-0.57464, 0.05059, 0.03766], [0.74485, -0.64255, -1.90540], [2.19105, 0.12560, -1.28713], [1.20158, 1.62327, -2.89379], [-0.40901, 1.23795, -2.35112], [0.99800, 3.57949, -1.70317], [1.08896, 2.65346, -0.22783], [-1.32592, 2.25484, -0.26690], [-1.51299, 3.30080, -1.68054], [-0.39005, 5.13400, -0.30567], [-0.52214, 4.09898, 1.09517], [-2.44240, 5.55796, 1.19846], [-2.71745, 5.39797, -0.51751], [-3.03108, 2.85051, 1.08145], [-3.79528, 3.37831, -0.38976], [-4.81207, 3.56196, 2.24794], [-4.66573, 5.21389, 1.66353], [-9.88813, 3.85558, -0.21875], [-9.53287, 2.69188, 1.08437], [-10.35556, 0.70270, -0.17058], [-2.47957, -4.01213, -2.88670], [-1.10395, -3.32547, -2.95604], [-0.18795, -3.66165, -4.13673], [0.16092, -4.96005, -4.13723], [0.94193, -2.92580, -4.02698], [-0.44319, -3.49655, -1.79197], [-1.36483, -1.99144, -3.08748], [-2.62812, -5.12389, -2.01607], [-2.41444, -6.42060, -2.41483], [-1.31101, -7.10023, -1.59241], [-0.14562, -6.44088, -1.71743], [-1.13888, -8.36000, -2.05197], [-2.18643, -6.52249, -3.73641], [-3.55039, -7.10936, -2.15638], [-3.13114, -3.25678, -2.44928], [-2.87262, -4.22017, -3.88216], [-0.67518, -3.41585, -5.08399], [-1.59553, -7.13240, -0.53900], [7.36946, 0.13972, 1.13022], [7.64117, 0.66693, 2.54996], [6.85018, 0.05618, 3.71234], [5.53146, 0.29248, 3.59185], [7.27124, 0.62355, 4.86511], [7.54198, 2.01162, 2.57515], [8.94238, 0.34683, 2.81526], [6.53043, 0.90529, 0.27799], [5.17079, 0.71796, 0.20848], [4.39733, 1.98752, 0.58108], [4.69308, 2.37548, 1.83648], [3.06991, 1.72131, 0.52050], [4.76207, -0.34238, 0.93187], [4.86959, 0.45376, -1.08107], [8.34122, 0.18563, 0.64062], [7.08049, -0.91148, 1.14464], [7.02114, -1.02205, 3.76988], [4.62583, 2.79956, -0.10687], [4.66267, 6.45204, -3.73764], [4.07825, 6.65136, -5.14690], [2.59537, 6.32947, -5.36482], [2.33623, 5.02684, -5.14917], [2.27674, 6.61185, -6.64712], [4.83384, 6.00822, -6.05954], [4.18038, 7.98954, -5.39773], [5.41567, 5.27336, -3.48389], [4.85072, 4.11408, -3.02001], [5.07916, 2.93606, -3.97640], [4.54951, 3.20520, -5.18185], [4.46740, 1.83900, -3.47999], [3.55034, 4.26189, -2.70945], [5.48736, 3.80579, -1.85650], [5.39719, 7.24971, -3.63811], [3.91160, 6.62611, -2.96684], [1.96888, 6.93696, -4.70610], [6.14808, 2.74316, -4.08724], [-3.16688, -5.03305, 5.03594], [-1.76886, -4.39627, 5.11602], [-0.80682, -4.62484, 3.94614], [-0.49874, -5.92944, 3.81337], [0.33802, -3.94795, 4.18279], [-1.17377, -4.72146, 6.28233], [-1.98453, -3.04667, 5.13087], [-3.39900, -6.23539, 5.75535], [-3.20863, -7.48094, 5.20906], [-2.17529, -8.30064, 5.99351], [-0.98286, -7.68000, 6.00974], [-2.02270, -9.50117, 5.39015], [-2.91395, -7.43008, 3.89794], [-4.37987, -8.14981, 5.32402], [-3.81593, -4.31097, 5.52929], [-3.51266, -5.10467, 4.00452], [-1.23549, -4.25622, 3.00947], [-2.51787, -8.44959, 7.01916]],
  "forces_ev_per_angstrom": [[-0.009, 0.356, 0.302], [0.194, -0.171, 0.017], [-0.573, 0.381, 0.075], [0.208, -0.478, -0.170], [-0.364, 0.082, -0.237], [0.020, -0.132, 0.176], [-0.078, -0.025, -0.167], [0.053, 0.240, 0.401], [0.053, -0.061, 0.131], [0.129, -0.039, -0.534], [-0.172, 0.202, -0.066], [0.200, -0.318, 0.180], [-0.031, 0.052, 0.086], [-0.168, 0.031, -0.381], [0.116, -0.187, 0.183], [-0.055, 0.244, 0.422], [0.270, 0.005, 0.007], [-0.051, 0.108, -0.739], [0.250, -0.112, 0.257], [-0.291, -0.017, 0.335], [0.037, -0.023, -0.195], [0.000, -0.073, -0.075], [0.011, -0.099, -0.072], [0.076, -0.093, -0.102], [0.224, -0.129, 0.040], [-0.204, 0.178, -0.012], [-0.032, 0.202, 0.121], [0.211, -0.089, -0.003], [0.025, 0.097, 0.150], [0.046, -0.022, 0.030], [-0.018, 0.083, -0.049], [-0.060, 0.025, 0.000], [0.119, -0.037, -0.010], [-0.190, -0.062, -0.146], [0.067, -0.119, -0.094], [-0.070, 0.099, 0.075], [0.005, -0.105, -0.044], [0.086, -0.086, 0.113], [-0.127, 0.069, 0.109], [0.114, 0.078, 0.110], [0.034, -0.125, 0.019], [-0.080, 0.048, -0.013], [-0.045, 0.074, -0.213], [-0.036, -0.048, -0.112], [-0.048, -0.071, -0.057], [0.013, 0.098, 0.084], [-0.577, 0.067, -0.051], [-0.034, -0.261, 0.327], [0.068, 0.180, -0.113], [-0.079, -0.189, 0.110], [-0.017, 0.011, 0.021], [0.011, -0.085, -0.105], [-0.042, 0.064, -0.080], [0.685, -0.094, 0.011], [-0.354, 0.295, -0.103], [0.039, -0.071, 0.126], [0.046, 0.116, -0.120], [-0.038, 0.031, -0.009], [0.153, 0.083, 0.040], [-0.049, -0.050, -0.022], [0.028, 0.002, 0.020], [0.198, -0.096, -0.060], [-0.027, -0.010, 0.012], [-0.037, 0.006, -0.011], [0.184, -0.321, -0.453], [-0.156, 0.309, -0.172], [0.099, -0.083, 0.135], [-0.131, 0.074, -0.176], [0.018, 0.010, -0.018], [-0.081, -0.059, 0.018], [0.055, -0.104, 0.002], [-0.272, 0.331, 0.551], [0.399, -0.306, -0.127], [-0.082, 0.255, 0.022], [0.050, -0.126, 0.125], [0.155, -0.076, 0.098], [0.020, 0.110, 0.132], [-0.053, -0.049, -0.049], [-0.003, 0.034, 0.012], [-0.149, 0.039, 0.164], [0.000, -0.001, -0.035], [0.068, -0.091, -0.032], [0.189, 0.251, 0.490], [0.253, -0.291, -0.065], [-0.111, 0.139, -0.065], [0.123, -0.169, 0.106], [0.026, 0.007, 0.003], [-0.082, -0.042, 0.049], [-0.045, 0.093, 0.059], [-0.295, -0.348, -0.571], [0.030, 0.586, 0.277], [0.098, -0.152, -0.048], [-0.115, 0.137, -0.069], [0.014, 0.102, 0.042], [-0.035, -0.033, -0.178], [0.052, -0.090, -0.063], [0.015, -0.019, -0.033], [-0.146, -0.135, -0.102], [0.025, -0.003, 0.025], [0.003, 0.015, 0.052], [-0.576, 0.089, -0.087], [0.031, -0.270, 0.289], [0.042, 0.190, -0.277], [-0.088, -0.199, 0.102], [0.035, -0.056, 0.136], [0.007, -0.059, -0.079], [-0.056, 0.068, -0.060], [0.689, -0.147, 0.024], [-0.345, 0.345, -0.066], [0.029, -0.080, 0.119], [0.058, 0.122, -0.100], [-0.033, 0.027, -0.008], [0.152, 0.067, 0.046], [-0.053, -0.050, -0.032], [0.022, -0.007, 0.023], [0.198, -0.088, -0.064], [-0.030, 0.017, 0.017], [-0.039, 0.011, -0.014]],
  "lowdin_charge": [-0.122, -0.195, -0.205, -0.181, -0.192, -0.178, -0.209, -0.226, -0.212, -0.204, -0.169, -0.214, -0.329, 0.921, -0.361, -0.340, -0.320, 0.690, -0.317, -0.344, 0.086, 0.060, 0.096, 0.123, 0.103, 0.096, 0.123, 0.094, 0.097, 0.103, 0.105, 0.100, 0.087, 0.097, 0.124, 0.109, 0.116, 0.105, 0.116, 0.115, 0.122, 0.104, 0.119, 0.111, 0.098, 0.078, -0.035, -0.438, -0.309, 0.103, 0.096, 0.129, 0.097, 0.048, -0.542, -0.289, 0.105, 0.100, 0.153, 0.141, 0.150, 0.147, 0.173, 0.174, -0.037, -0.441, -0.311, 0.100, 0.098, 0.138, 0.099, 0.050, -0.535, -0.266, 0.109, 0.089, 0.149, 0.139, 0.148, 0.147, 0.173, 0.153, -0.034, -0.442, -0.311, 0.099, 0.101, 0.140, 0.101, 0.051, -0.528, -0.285, 0.110, 0.098, 0.148, 0.122, 0.149, 0.147, 0.172, 0.178, -0.036, -0.436, -0.311, 0.099, 0.097, 0.138, 0.094, 0.048, -0.542, -0.290, 0.105, 0.099, 0.152, 0.140, 0.148, 0.148, 0.172, 0.175]
}

---

| no. | LUMO energy (eV) |
| --- | --- |
| 1 | 2.44 |
| 2 | 0.33 |